Below is a 2-piece molecular cluster, C5H9O2Se overall in a non-equilibrium geometry, with properties calculated with ωB97M-V with the def2-TZVPD basis set.

ORCA input file:
```
! wB97M-V def2-TZVPD RIJCOSX def2/J DEFGRID3
* xyz -1 1
C -0.693 1.887 -0.611
C -1.572 -1.276 1.264
C 2.923 0.033 -0.768
C -1.531 -0.491 -0.102
C -0.601 0.651 0.077
O -1.191 1.809 0.630
O -0.440 2.630 -1.502
Se 1.729 -1.445 -0.132
H -2.547 -1.869 1.367
H -1.507 -0.436 2.048
H -0.670 -1.871 1.334
H 3.605 -0.265 -1.576
H 2.250 0.793 -1.122
H 3.416 0.513 0.007
H -2.408 0.011 -0.452
H -1.149 -1.134 -0.970
H 0.384 0.459 0.508
*
```

The lowest unoccupied orbital energy is 3.64 eV. Its HOMO-LUMO gap is 6.18 eV. The energy above the lowest of the compared OMol25 structures with the same formula, charge and spin comes out at 1.272 eV.

Mulliken population analysis, charges in e, atoms 1 to 5: number 1, C, carries 0.212; number 2, C, carries -0.870; number 3, C, carries -0.854; number 4, C, carries -0.489; number 5, C, carries 0.035